(1)
C19H30FNO9P | ωB97M-V/def2-TZVPD

For the gap between HOMO and LUMO, the calculation gives 5.924 eV. Its charge is +1.

Cartesian coordinates (Å):
C: -0.4445 2.5299 0.3537
C: -0.2315 0.9410 0.7428
O: -0.5724 0.1584 -0.4822
C: 1.3185 0.6029 1.2669
N: 1.7712 -0.6615 0.5090
C: 1.4096 -2.0551 1.0649
C: 0.5831 -2.2633 2.4919
C: 1.9513 -2.4632 3.6183
C: 1.7795 -1.5745 5.1001
O: 2.8056 -1.1798 3.8770
C: 1.8297 -3.4720 0.2932
C: 2.6856 -3.3789 -1.1022
C: 3.1276 -4.7231 -1.9301
O: 4.0318 -5.5422 -1.3297
O: 2.5365 -5.0142 -3.2454
P: 1.0795 -4.1013 -3.5350
O: 0.2725 -4.9170 -4.6682
C: 3.0839 -1.8837 -1.6455
F: 3.9022 -1.7818 -2.8949
C: 2.5810 -0.5324 -0.7980
C: 3.0564 0.9121 -1.4454
O: 2.1333 1.4574 -2.4541
O: 2.8502 2.2145 -3.2452
H: -0.2409 2.6482 -0.8159
H: -1.5940 2.8050 0.4973
H: 0.2078 3.2731 0.9991
H: -0.9842 0.5557 1.5782
H: -1.1339 -0.6532 -0.2186
H: 2.0276 1.5214 1.0917
H: 1.2502 0.4429 2.4265
H: 0.0092 -1.3083 2.8480
H: -0.0250 -3.2604 2.5439
H: 2.4917 -3.5935 3.6785
H: 2.7545 -1.7273 5.7688
H: 1.3258 -0.4912 4.9882
H: 1.5543 -4.5463 0.7137
H: 1.3889 -2.8006 -4.1277
H: 0.2288 -3.9425 -2.3687
H: 4.0758 0.6776 -2.0208
H: 3.3439 1.7234 -0.6336
H: 3.5937 2.6726 -2.7534
C: -3.9816 3.2976 3.2739
C: -3.5266 1.8705 3.4228
O: -2.4465 1.4941 2.9703
C: -4.4441 0.9216 4.1464
H: -3.2194 3.8668 2.7312
H: -4.9147 3.3327 2.7059
H: -4.1189 3.7485 4.2600
H: -5.3977 0.8509 3.6173
H: -4.6020 1.2667 5.1713
H: -3.9861 -0.0728 4.1780
C: -1.0983 2.3816 -4.5329
C: -2.2651 2.5165 -3.5915
O: -2.1593 3.1216 -2.5259
C: -3.5664 1.8821 -4.0042
H: -0.2264 2.8878 -4.1050
H: -0.8551 1.3256 -4.6743
H: -1.3384 2.8487 -5.4914
H: -3.4331 0.8039 -4.1219
H: -3.9164 2.3269 -4.9391
H: -4.3187 2.0597 -3.2283



(2)
C19H30LuN | ωB97M-V/def2-TZVPD

For the gap between HOMO and LUMO, the calculation gives 7.176 eV. Its charge is +2.

Cartesian coordinates (Å):
C: -1.4494 -2.2855 0.0755
H: -1.9457 -2.9313 0.7975
H: -2.2190 -1.8444 -0.5885
H: -1.0472 -1.2896 0.9325
C: -0.3647 -3.0663 -0.6786
H: 0.0861 -2.4796 -1.5268
H: 0.4718 -3.3103 -0.0118
C: -0.8907 -4.3722 -1.3093
H: -0.0851 -4.8812 -1.8483
H: -1.2851 -5.0526 -0.5502
H: -1.6918 -4.1630 -2.0229
C: 0.0426 1.7405 -0.9422
C: 0.1814 0.9832 -2.1501
C: -1.0701 0.3263 -2.4022
C: -1.9667 0.6605 -1.3308
C: -1.2695 1.5153 -0.4196
C: -1.8877 2.2611 0.7086
C: -3.4282 0.3796 -1.2924
C: -1.4024 -0.4892 -3.6022
C: 1.4089 0.9009 -2.9877
C: 1.0410 2.6979 -0.3996
Lu: -0.0946 -0.6997 -0.4113
H: -3.8499 0.6086 -0.3065
H: -3.9626 1.0026 -2.0282
H: -3.6622 -0.6667 -1.5292
H: -2.8308 1.7985 1.0223
H: -1.2225 2.3009 1.5805
H: -2.1124 3.3004 0.4157
H: 2.0661 2.3691 -0.6112
H: 0.9153 3.6972 -0.8487
H: 0.9435 2.8106 0.6877
H: 1.4229 -0.0142 -3.5936
H: 1.4782 1.7557 -3.6785
H: 2.3172 0.9093 -2.3676
H: -2.0269 -1.3607 -3.3531
H: -1.9612 0.1082 -4.3404
H: -0.4931 -0.8538 -4.0970
C: 3.4492 1.0776 4.7368
C: 2.5740 0.7044 3.5830
C: 1.1869 0.6979 3.7331
C: 0.3817 0.2843 2.6837
N: 0.9317 -0.1447 1.5107
C: 2.2876 -0.0820 1.3264
C: 3.1210 0.3410 2.3523
H: 3.2210 2.0874 5.1017
H: 3.3027 0.3865 5.5781
H: 4.5027 1.0427 4.4439
H: 0.7238 1.0137 4.6680
H: -0.7071 0.2482 2.7499
H: 2.6702 -0.4032 0.3478
H: 4.1990 0.3801 2.1931



(3)
C19H30N4O4S | ωB97M-V/def2-TZVPD

For the gap between HOMO and LUMO, the calculation gives 8.235 eV. As for the energy relative to the best compared isomer or geometry (same formula, charge and spin): 16.3 kcal per mole.

Cartesian coordinates (Å):
C: -3.5051 2.7120 1.8559
C: -2.0994 2.5779 2.3552
C: -1.0474 1.8967 1.6979
C: 0.0841 1.9908 2.4904
C: 1.4835 1.5068 2.5217
O: 2.1143 1.6437 3.5703
N: 2.0501 0.9351 1.4224
C: 3.3324 0.2692 1.5643
C: 3.2237 -1.2504 1.4451
C: 2.7992 -1.7287 0.0501
N: 1.3662 -1.7742 -0.2464
C: 0.7467 -3.0102 0.2047
C: -0.6753 -3.1798 -0.3203
N: -0.7240 -2.9624 -1.7568
C: -1.5914 -2.0752 -2.3012
O: -2.5325 -1.6090 -1.6864
C: -1.3759 -1.7144 -3.7802
C: 0.0770 -1.7721 -4.2841
C: 0.8121 -0.6189 -3.6094
S: -0.3684 0.7381 -3.6534
O: -0.4775 1.3215 -2.3394
O: -0.0855 1.5786 -4.7880
C: -1.8201 -0.2686 -4.0082
C: 0.5730 -0.6119 0.1753
C: 1.3392 0.7066 0.1787
N: -0.2798 2.7053 3.6017
C: -1.5851 3.0694 3.5388
C: -2.2357 3.8533 4.6272
H: -3.9453 3.6682 2.1421
H: -3.5318 2.6514 0.7680
H: -4.1530 1.9224 2.2435
H: -1.1568 1.3982 0.7497
H: 4.0067 0.6415 0.7843
H: 3.7406 0.5530 2.5297
H: 4.2090 -1.6700 1.6652
H: 2.5417 -1.6333 2.2101
H: 3.2977 -1.0991 -0.6947
H: 3.1769 -2.7388 -0.1183
H: 1.3609 -3.8447 -0.1469
H: 0.7024 -3.0839 1.3044
H: -1.0288 -4.1815 -0.0666
H: -1.3636 -2.4699 0.1347
H: 0.1239 -3.1573 -2.2604
H: -2.0126 -2.3909 -4.3538
H: 0.5670 -2.7292 -4.1032
H: 0.0732 -1.6303 -5.3666
H: 1.0332 -0.8388 -2.5625
H: 1.7083 -0.2897 -4.1301
H: -2.0793 -0.0807 -5.0480
H: -2.6212 0.0338 -3.3391
H: -0.2873 -0.5150 -0.4911
H: 0.1700 -0.7601 1.1895
H: 0.6625 1.5324 -0.0086
H: 2.0649 0.7343 -0.6373
H: 0.3768 2.8694 4.3482
H: -3.2274 4.1762 4.3162
H: -2.3507 3.2598 5.5370
H: -1.6563 4.7434 4.8794



(4)
C19H31HgO13S | ωB97M-V/def2-TZVPD

For the gap between HOMO and LUMO, the calculation gives 1.541 eV. As for the energy relative to the best compared isomer or geometry (same formula, charge and spin): 109.2 kcal per mole. Its charge is +1.

Cartesian coordinates (Å):
Hg: 4.4559 -0.9098 -2.4847
C: -0.1647 -0.3896 -0.4264
O: 0.5824 -0.8318 -1.5569
H: -0.0630 -1.0948 0.3985
H: 0.2875 0.5480 -0.1031
H: -1.2222 -0.1455 -0.5276
C: -2.5801 -2.7757 -6.0465
C: -1.1980 -2.6942 -6.8070
O: -1.2789 -1.3836 -7.4615
S: -2.7079 -0.5789 -7.2589
O: -3.3170 0.1345 -8.3971
O: -2.6580 0.2307 -6.0607
O: -3.4568 -2.0105 -6.8724
H: -2.6167 -2.5371 -4.9836
H: -2.9126 -3.8094 -6.1409
H: -1.0329 -3.4979 -7.5245
H: -0.4066 -2.8732 -6.0792
O: -10.6280 -2.6851 -2.1379
C: -9.5742 -2.1591 -2.4679
O: -8.3291 -2.4737 -1.8564
C: -7.2206 -1.8334 -2.5865
C: -7.8196 -1.2797 -3.8194
C: -9.3205 -1.1330 -3.5416
H: -6.4689 -2.5857 -2.8256
H: -6.6980 -1.2431 -1.8339
H: -7.5648 -1.8468 -4.7148
H: -7.3328 -0.3171 -3.9755
H: -9.9447 -1.3815 -4.3999
H: -9.6627 -0.1726 -3.1561
O: 4.6612 -2.8492 1.5432
C: 4.3264 -3.4435 2.6014
O: 5.0035 -3.2117 3.6836
C: 4.5696 -4.1150 4.6925
C: 3.4431 -5.0595 4.1498
C: 3.2345 -4.5158 2.7601
H: 4.3455 -3.6186 5.6366
H: 5.4529 -4.7433 4.8072
H: 2.5210 -4.9837 4.7261
H: 3.8193 -6.0813 4.0981
H: 2.2657 -4.0176 2.7946
H: 3.3055 -5.3891 2.1116
O: 1.3296 4.5728 5.6117
C: 1.4484 3.3766 5.5280
O: 0.4629 2.5712 5.4887
C: 0.8160 1.2028 5.4743
C: 2.2727 1.1891 5.1053
C: 2.7215 2.6072 5.3618
H: 0.1742 0.5305 4.9048
H: 0.8605 0.7111 6.4461
H: 2.5005 0.9345 4.0703
H: 2.8631 0.6048 5.8111
H: 3.3453 3.0891 4.6090
H: 3.2627 2.7246 6.3006
O: 4.2788 3.5125 -0.3248
C: 4.4395 4.6179 0.0769
O: 5.6231 5.1629 0.5326
C: 5.4232 6.5932 0.7612
C: 3.9819 6.7738 1.1013
C: 3.3112 5.5807 0.4468
H: 5.7019 7.0871 -0.1696
H: 6.1579 7.0606 1.4168
H: 3.6170 7.7259 0.7160
H: 3.8773 6.7760 2.1863
H: 2.7993 5.7358 -0.5029
H: 2.6365 5.0168 1.0909



(5)
C19H31MnO6 | ωB97M-V/def2-TZVPD

The expectation value of S² is 8.7568. For the gap between HOMO and LUMO (alpha / beta), the calculation gives 6.997 / 7.385 eV. As for the energy relative to the best compared isomer or geometry (same formula, charge and spin): 0.0 kcal per mole. Its charge is +1. As for the spin multiplicity: 6.

Cartesian coordinates (Å):
Mn: -0.6516 -0.6700 0.0843
C: 0.8863 -0.7200 3.0447
C: 1.9131 -0.3126 2.0120
O: 1.5621 -0.9507 0.7791
C: 2.4368 -1.9731 0.2968
C: 1.5756 -3.0092 -0.3901
O: 0.6088 -2.3907 -1.2272
C: 1.0311 -1.9926 -2.5247
C: 1.3281 -0.5124 -2.5318
O: 0.1993 0.1719 -1.9742
C: -0.6153 0.9076 -2.8906
C: -2.0568 0.7326 -2.4688
O: -2.2077 0.8681 -1.0626
C: -2.2282 2.1966 -0.5505
C: -0.8608 2.5759 -0.0345
O: -0.4156 1.5657 0.8763
C: -0.5958 1.8572 2.2686
C: -1.1354 0.6188 2.9428
O: -0.4245 -0.5365 2.5214
H: 1.0290 -0.1613 3.9739
H: 0.9812 -1.7840 3.2645
H: 2.9123 -0.6094 2.3343
H: 1.9122 0.7613 1.8333
H: 2.9727 -2.4430 1.1246
H: 3.1722 -1.5308 -0.3793
H: 1.0049 -3.5688 0.3502
H: 2.1934 -3.7102 -0.9565
H: 0.1967 -2.2051 -3.1950
H: 1.8973 -2.5686 -2.8602
H: 1.5274 -0.1715 -3.5488
H: 2.1885 -0.2645 -1.9122
H: -0.4938 0.5267 -3.9070
H: -0.3081 1.9557 -2.8845
H: -2.3996 -0.2756 -2.7005
H: -2.6921 1.4469 -2.9987
H: -2.9541 2.1979 0.2640
H: -2.5622 2.9089 -1.3102
H: -0.8976 3.5515 0.4538
H: -0.1232 2.6228 -0.8328
H: -1.3026 2.6784 2.4055
H: 0.3656 2.1650 2.6862
H: -2.1697 0.4383 2.6458
H: -1.0966 0.7288 4.0294
C: -2.0811 -2.2110 0.2099
C: -3.3457 -2.1442 0.9856
C: -3.4365 -2.6688 2.2756
C: -4.6208 -2.6115 3.0003
C: -5.7523 -2.0206 2.4567
C: -5.6759 -1.4817 1.1797
C: -4.4897 -1.5391 0.4606
H: -2.2411 -2.3237 -0.8705
H: -1.4178 -3.0234 0.5272
H: -2.5621 -3.1412 2.7134
H: -4.6611 -3.0416 3.9940
H: -6.6796 -1.9902 3.0129
H: -6.5486 -1.0160 0.7373
H: -4.4467 -1.1117 -0.5372



(6)
C19H31N2O4 | ωB97M-V/def2-TZVPD

For the gap between HOMO and LUMO, the calculation gives 9.215 eV. As for the energy relative to the best compared isomer or geometry (same formula, charge and spin): 0.0 kcal per mole. Its charge is +1.

Cartesian coordinates (Å):
C: -7.2065 -1.6611 -0.4330
C: -6.0643 -1.9650 0.5216
H: -5.8638 -3.0362 0.5752
H: -6.2851 -1.5729 1.5185
O: -4.8269 -1.3918 0.0636
C: -4.6550 -0.0932 0.3161
O: -5.3823 0.6103 0.9648
N: -3.5016 0.3871 -0.2637
C: -2.4935 -0.4245 -0.8894
H: -2.8652 -1.4437 -0.9884
C: -1.2157 -0.4113 -0.0425
N: -0.7718 0.9858 0.1547
H: -0.6162 1.4332 -0.7796
C: 0.5567 1.1246 0.7890
H: 0.4655 1.1679 1.8737
H: 1.1693 0.2604 0.5179
C: 1.2126 2.4129 0.2248
C: 2.7495 2.3350 0.3140
O: 3.2308 1.4922 -0.7075
C: 3.5632 0.1785 -0.3542
C: 2.9243 -0.8645 -1.0335
C: 3.2240 -2.1729 -0.6833
C: 4.1499 -2.4684 0.3063
C: 4.8164 -1.4151 0.9146
C: 4.5554 -0.0911 0.5914
C: 5.3844 0.9908 1.2196
H: 6.4058 0.6365 1.3359
H: 5.4013 1.8838 0.6000
H: 5.0172 1.2537 2.2126
H: 5.5812 -1.6263 1.6470
C: 4.4716 -3.8836 0.6669
H: 3.6735 -4.5569 0.3658
H: 4.6372 -3.9825 1.7371
H: 5.3851 -4.1936 0.1600
H: 2.7341 -2.9794 -1.2093
C: 1.9933 -0.5990 -2.1827
H: 1.3331 0.2466 -2.0037
H: 1.3975 -1.4816 -2.4045
H: 2.5824 -0.3642 -3.0687
H: 3.1632 3.3311 0.1292
H: 3.0416 2.0017 1.3110
O: 0.8149 2.5491 -1.1198
H: 1.5919 2.3458 -1.6703
H: 0.8554 3.2909 0.7749
C: -1.8300 1.7695 0.8360
H: -1.4874 2.7952 0.9712
C: -3.1000 1.7474 -0.0150
H: -3.9170 2.2441 0.5132
H: -2.9246 2.2629 -0.9665
H: -2.0223 1.3185 1.8119
H: -0.4266 -0.9756 -0.5416
H: -1.4072 -0.8540 0.9375
H: -2.2774 -0.0302 -1.8908
H: -6.9682 -2.0086 -1.4353
H: -8.1045 -2.1649 -0.0890
H: -7.3958 -0.5909 -0.4618



(7)
C19H31N2ReS | ωB97M-V/def2-TZVPD

The expectation value of S² is 3.7870. For the gap between HOMO and LUMO (alpha / beta), the calculation gives 6.959 / 5.682 eV. Its charge is +1. As for the spin multiplicity: 4.

Cartesian coordinates (Å):
C: -0.5273 0.8386 -2.2376
C: -0.0852 2.3020 -2.2967
C: 0.1547 0.0007 -3.3227
C: -2.0543 0.8161 -2.4198
H: -0.4558 0.0831 -4.2323
H: 0.1999 -1.0612 -3.0558
H: 1.1685 0.3483 -3.5450
H: -0.2254 2.6216 -3.3404
H: 0.9616 2.4819 -2.0347
H: -0.7217 2.9333 -1.6619
H: -2.2982 1.5329 -3.2184
H: -2.5916 1.1391 -1.5182
H: -2.4350 -0.1629 -2.7368
C: 2.0946 -0.4932 1.1516
C: 2.2109 -0.7379 -0.2986
C: 2.1199 0.5650 -0.9414
H: 2.6172 -1.6321 -0.7891
C: 1.9448 1.5577 0.1174
C: 2.0503 0.8931 1.3741
H: 2.1792 1.4084 2.3192
H: 2.3040 -1.2544 1.9057
H: 2.4019 0.7555 -1.9754
H: 1.8426 2.6371 -0.0371
C: -1.7976 -1.3992 1.3261
C: -0.5638 -2.1212 1.2756
C: -0.1779 -2.3314 -0.1017
H: -0.0627 -2.5831 2.1213
C: -1.2457 -1.7642 -0.9365
C: -2.1856 -1.1261 -0.0431
H: -3.1111 -0.6224 -0.3420
H: -2.4835 -1.2671 2.1638
H: 0.5364 -3.0771 -0.4817
H: -1.3998 -2.0130 -1.9883
Re: 0.1986 -0.2100 -0.4297
C: -0.8427 -1.8988 6.6340
C: 0.2439 -1.4553 5.6703
N: -0.2545 -1.0991 4.2946
C: -0.1829 0.0952 3.6816
S: -0.7003 0.6085 2.0516
N: 0.2582 1.2086 4.3490
C: -0.2582 1.6207 5.6888
C: 0.8882 2.2656 6.4173
H: -1.5870 -1.1147 6.7925
H: -0.4536 -2.1653 7.6277
H: -1.3609 -2.7891 6.2672
H: 0.8477 -0.6635 6.1121
H: 0.9326 -2.2935 5.5289
H: -0.7053 -1.8703 3.8070
H: 0.2946 2.0426 3.7378
H: -1.0592 2.3474 5.5210
H: -0.7025 0.8012 6.2503
H: 1.2308 3.1475 5.8716
H: 0.6353 2.5829 7.4306
H: 1.7251 1.5668 6.4748



(8)
C19H31N3O | ωB97M-V/def2-TZVPD

For the gap between HOMO and LUMO, the calculation gives 8.498 eV. As for the energy relative to the best compared isomer or geometry (same formula, charge and spin): 1.6 kcal per mole.

Cartesian coordinates (Å):
C: -1.9489 -2.2421 -2.0477
C: -2.7038 -2.0093 -0.9783
C: -2.4411 -0.8845 -0.0649
C: -1.8966 0.3035 -0.5424
C: -1.6754 1.3984 0.2845
C: -1.9955 1.2919 1.6325
C: -2.5220 0.1096 2.1270
C: -2.7528 -0.9657 1.2921
H: -3.1627 -1.8751 1.7028
H: -2.7610 0.0330 3.1780
H: -1.8421 2.1208 2.3054
C: -1.1260 2.6690 -0.3517
N: 0.0325 2.3200 -1.1694
C: 1.2680 1.9153 -0.7256
O: 2.2427 2.0020 -1.4510
N: 1.3210 1.4129 0.5371
H: 0.4645 1.1823 1.0150
C: 2.5612 0.9565 1.1154
H: 3.3486 1.2547 0.4220
H: 2.7197 1.4773 2.0689
C: 2.6248 -0.5593 1.3964
N: 2.5834 -1.4670 0.2694
C: 3.5265 -1.1606 -0.7975
C: 4.9710 -1.1916 -0.3090
H: 5.2003 -0.3392 0.3244
H: 5.6408 -1.1661 -1.1649
H: 5.1533 -2.1052 0.2516
H: 3.3160 -0.1957 -1.2837
H: 3.4071 -1.9426 -1.5531
C: 1.2486 -1.7707 -0.2179
C: 0.4699 -2.6373 0.7702
H: -0.3947 -3.0678 0.2722
H: 1.1082 -3.4395 1.1308
H: 0.1131 -2.0634 1.6222
H: 1.3698 -2.3423 -1.1415
H: 0.6634 -0.8708 -0.4625
H: 3.5590 -0.7416 1.9369
H: 1.8049 -0.8246 2.0667
H: 0.0935 2.7905 -2.0607
C: -0.7554 3.7646 0.6585
H: -0.3174 4.6040 0.1219
H: -0.0248 3.4133 1.3819
H: -1.6396 4.1187 1.1820
C: -2.2026 3.2276 -1.2926
H: -1.8619 4.1558 -1.7470
H: -3.1132 3.4284 -0.7333
H: -2.4340 2.5155 -2.0801
H: -1.6517 0.3863 -1.5899
C: -3.8672 -2.8979 -0.6418
H: -3.6138 -3.5604 0.1858
H: -4.7321 -2.3055 -0.3488
H: -4.1331 -3.5148 -1.4962
H: -1.0860 -1.6470 -2.2888
H: -2.1563 -3.0645 -2.7114